This record from the Open Molecules 2025 dataset describes 12 unconnected molecules or ions with the total composition C48H93Br23INO4S3Si at a distorted geometry. The level of theory is ωB97M-V/def2-TZVPD.

```
174
Properties=species:S:1:pos:R:3:forces:R:3:lowdin_charge:R:1
C 3.759005 -7.203047 2.250316 -0.1 0.0 -0.4 -0.084
C 4.702374 -7.372430 1.051017 -0.2 0.2 0.7 -0.240
C 5.157133 -6.005945 0.548433 -0.3 -0.8 -0.6 -0.265
C 4.195705 -5.482240 -0.502612 0.6 0.6 0.7 -0.230
N 3.904720 -4.029772 -0.436232 -0.4 -0.4 0.2 -0.181
C 3.103568 -3.725643 -1.628319 0.4 0.1 -0.1 -0.268
C 2.637447 -2.303438 -1.677319 -1.0 -0.1 0.2 -0.204
C 1.398696 -2.108013 -0.765172 1.7 0.2 -0.6 -0.167
C 1.586227 -0.794212 -0.026844 -0.7 -0.8 -0.4 -0.096
C 0.362708 -0.284806 0.764940 1.3 0.1 0.0 -0.412
C 0.433230 1.246413 0.694184 -1.0 -0.3 0.0 -0.196
C -0.882662 1.999469 0.627925 0.4 0.9 0.0 -0.723
C -0.618481 3.458708 0.957892 -0.5 -0.1 -0.5 -0.187
I -1.642781 1.957870 -1.390124 -0.1 0.1 -0.1 0.960
O -0.792388 -0.773583 0.046087 -0.1 -0.5 0.5 -0.311
S -2.129600 -0.987883 0.944614 0.5 0.5 1.5 0.889
O -3.186325 -0.893073 0.021926 -1.7 0.0 -1.8 -0.360
O -2.131293 -2.550173 1.406969 0.4 0.4 0.0 -0.316
C -1.389116 -2.588823 2.679695 0.2 -0.8 -0.4 -0.348
Si -1.841659 -4.301847 3.403586 -0.8 -0.6 -0.4 0.604
C -1.077939 -5.682513 2.371832 -0.3 1.0 0.3 -0.155
C -1.537422 -4.501520 5.249468 0.5 0.0 -0.9 -0.157
C -3.714397 -4.470978 3.157012 1.1 0.5 0.5 -0.156
C 0.073025 -2.329510 2.319737 0.4 0.3 0.6 -0.265
C 1.102411 -3.092489 3.144013 0.4 0.9 0.4 -0.179
C 1.163032 -2.740308 4.635693 0.0 -1.1 -0.2 -0.069
C 0.513012 -0.838420 2.219497 -0.7 0.0 -0.4 -0.190
C 0.001976 0.072561 3.336686 -0.3 0.2 -0.1 -0.150
C 1.104020 0.820758 4.018631 -1.4 0.5 -0.4 -0.795
O 2.151803 0.401173 4.279481 2.0 -0.5 0.5 0.081
Br 0.641782 2.659064 4.540214 -0.1 0.2 0.1 0.712
C 5.070567 -3.253764 -0.397155 1.1 0.7 0.0 -1.100
S 5.981458 -2.882558 -1.687246 0.3 0.1 -0.7 0.753
S 5.522146 -2.610272 1.158174 -1.0 -0.4 0.5 0.907
C 6.693139 -1.287034 0.859574 0.0 -0.3 0.2 -0.519
C 6.927740 -0.591707 2.173611 0.1 0.3 0.4 -0.353
C 7.705615 0.685385 1.985297 0.0 0.2 0.0 -0.108
H 2.865750 -7.803141 2.166533 -0.3 -0.3 0.1 0.064
H 4.248073 -7.448968 3.178154 0.2 -0.1 0.4 0.038
H 3.437643 -6.171173 2.298640 -0.2 0.4 0.1 0.063
H 4.195794 -7.933380 0.281052 -0.1 -0.2 -0.5 0.086
H 5.554875 -7.953958 1.360434 0.4 -0.3 0.0 0.095
H 5.210571 -5.365005 1.406887 0.1 0.5 0.1 -0.010
H 6.131323 -6.130921 0.100812 0.5 0.4 0.0 0.104
H 4.618743 -5.662543 -1.483309 0.0 -0.3 -0.4 0.092
H 3.269472 -6.014408 -0.398830 -0.7 0.0 -0.1 0.071
H 2.243040 -4.370937 -1.586941 -0.4 -0.4 0.0 0.067
H 3.653589 -3.984510 -2.528312 0.3 -0.1 -0.2 0.088
H 2.344846 -2.083251 -2.692406 0.0 0.2 -0.5 0.043
H 3.407421 -1.597496 -1.414694 0.5 0.2 0.1 0.082
H 1.428955 -2.964546 -0.116190 -0.5 -0.3 0.5 0.100
H 0.551638 -2.114526 -1.423795 -0.7 -0.1 0.2 0.055
H 2.455430 -0.905601 0.607780 0.2 0.1 0.3 0.124
H 1.871334 -0.089342 -0.789312 -0.1 0.5 -0.3 0.117
H 0.950923 1.551700 -0.195732 0.4 0.0 -0.4 0.091
H 1.034576 1.642201 1.499986 0.2 0.0 0.6 0.116
H -1.662584 1.660201 1.287893 -0.4 -0.5 0.0 0.060
H -0.572758 3.619206 2.021628 0.3 0.0 0.5 0.031
H -1.411169 4.068274 0.566160 -0.4 0.4 0.0 -0.032
H 0.275702 3.786886 0.458062 0.6 0.2 0.0 0.081
H -1.857744 -1.832957 3.303619 0.2 0.3 0.4 0.099
H -1.812080 -6.466297 2.281766 0.0 -0.5 0.1 -0.006
H -0.126719 -6.025077 2.739704 0.3 -0.4 0.1 0.021
H -0.949254 -5.278729 1.377188 0.2 0.1 -0.5 0.038
H -2.214062 -5.259343 5.611224 -0.4 -0.1 0.3 0.026
H -0.547478 -4.904167 5.388974 0.5 -0.1 0.2 0.017
H -1.600808 -3.584803 5.810866 -0.3 0.3 0.3 0.029
H -3.956449 -4.961396 2.232625 -0.2 -0.1 -0.4 0.031
H -4.082147 -5.031894 3.999375 -0.3 -0.4 0.3 0.018
H -4.147350 -3.484756 3.213622 -0.4 0.3 -0.2 0.028
H 0.172809 -2.699842 1.317161 -0.1 -0.4 -0.4 0.114
H 1.064031 -4.153471 2.985830 -0.5 -0.6 0.0 0.086
H 2.071229 -2.816650 2.753864 0.4 0.0 -0.4 0.108
H 0.229816 -2.379404 5.031862 -0.3 0.4 0.2 0.058
H 1.992318 -2.104514 4.871539 0.1 0.7 0.1 0.066
H 1.358045 -3.659311 5.164671 0.1 -0.3 0.4 0.068
H 1.575558 -0.864342 2.364759 0.5 0.0 0.1 0.117
H -0.415001 -0.532677 4.125645 -0.2 -0.2 0.5 0.116
H -0.772723 0.762320 3.057865 -0.3 0.2 -0.3 0.084
H 7.644822 -1.645346 0.508798 0.2 -0.3 -0.5 0.076
H 6.264034 -0.611929 0.136320 -0.1 0.2 -0.4 0.071
H 6.001069 -0.374478 2.682442 -0.5 0.1 0.1 0.093
H 7.486920 -1.220471 2.849129 0.2 -0.5 0.2 0.100
H 7.159549 1.383394 1.370490 -0.1 0.3 -0.4 0.074
H 7.888917 1.174220 2.928286 0.1 0.2 0.4 0.070
H 8.665577 0.494242 1.534397 0.4 0.0 -0.3 0.075
Br -0.850348 1.039316 -6.860765 -0.2 0.0 0.2 0.673
C -2.030046 -0.355847 -6.180234 -0.3 0.1 -0.2 -0.668
C -2.174279 -0.396990 -4.677554 0.4 -0.2 -0.2 -0.656
Br -0.552573 -1.159140 -3.928189 0.1 0.0 0.2 0.643
H -1.617871 -1.285139 -6.558112 0.0 0.0 0.0 0.045
H -2.988209 -0.159782 -6.656550 0.0 0.0 0.0 0.049
H -2.987849 -1.062640 -4.399408 0.0 0.0 0.0 0.069
H -2.331560 0.567056 -4.207300 0.0 0.1 -0.1 0.014
Br 6.577936 -7.909170 5.473176 0.1 0.0 0.0 0.614
C 7.206923 -6.081771 5.695566 -0.2 -0.2 0.1 -0.693
C 6.545995 -5.145609 4.720919 0.2 0.2 -0.2 -0.665
Br 7.284293 -5.328267 2.932325 0.3 -0.1 0.4 0.717
H 8.285451 -6.105090 5.589058 0.0 0.0 0.0 0.049
H 6.948862 -5.812175 6.716966 0.0 0.0 0.0 0.057
H 6.731185 -4.111453 5.002630 0.0 0.0 0.1 0.058
H 5.476436 -5.309184 4.636140 0.0 -0.1 0.0 0.051
Br -4.083999 3.218055 -6.741209 0.0 -0.1 0.1 0.598
C -2.631783 4.439440 -6.302681 -0.2 0.0 0.0 -0.684
C -2.372601 5.380656 -7.450652 0.2 0.0 0.0 -0.697
Br -1.412654 4.482619 -8.891128 -0.1 0.1 -0.1 0.599
H -1.763552 3.834614 -6.059973 0.0 -0.1 0.0 0.013
H -2.958528 4.971892 -5.409789 0.0 0.1 -0.1 0.058
H -1.725422 6.195923 -7.138332 0.0 0.0 0.0 0.064
H -3.269124 5.788039 -7.908114 0.0 -0.1 0.2 -0.049
Br -4.253654 8.256110 -2.340575 0.1 0.0 -0.2 0.594
C -5.444607 6.756127 -1.998673 0.0 0.3 -0.3 -0.688
C -5.375904 6.378421 -0.558781 0.1 -0.5 0.4 -0.746
Br -3.744141 5.395658 -0.138439 0.0 0.1 0.0 0.622
H -5.161839 5.951643 -2.670922 0.0 0.0 0.0 0.051
H -6.441965 7.105470 -2.255798 0.0 0.0 0.0 0.059
H -6.189584 5.708193 -0.291582 0.0 0.0 0.0 0.057
H -5.391875 7.242878 0.093961 0.1 -0.2 -0.1 -0.077
Br -7.498792 6.380037 2.948579 0.1 0.0 -0.1 0.621
C -6.727012 8.143147 3.258661 -0.2 -0.2 0.1 -0.712
C -7.431725 9.207212 2.465543 0.2 0.1 -0.1 -0.659
Br -6.918670 9.146133 0.586021 -0.3 0.4 0.1 0.669
H -5.673193 8.071053 3.015134 0.0 0.1 0.0 -0.006
H -6.840473 8.325575 4.323415 0.0 0.0 0.0 0.028
H -7.140082 10.196088 2.813932 0.0 0.0 0.0 -0.006
H -8.511887 9.118572 2.497920 0.0 -0.1 0.0 0.056
Br -5.749090 10.883762 5.615647 -0.2 0.1 0.0 0.614
C -4.610022 11.928623 4.435001 0.0 0.0 0.2 -0.697
C -5.196257 13.284819 4.157924 0.0 0.0 -0.2 -0.681
Br -6.662007 13.177902 2.881458 0.0 0.0 0.1 0.632
H -4.465138 11.339552 3.536944 0.0 0.0 0.0 -0.018
H -3.662348 12.019499 4.960766 0.0 0.0 0.0 0.058
H -4.455685 13.929982 3.691602 0.0 0.0 0.0 0.060
H -5.586916 13.766371 5.047342 0.0 0.0 0.0 0.049
Br 3.539033 -0.466079 -4.641546 0.1 -0.1 0.0 0.656
C 3.802482 0.301939 -6.407175 0.0 0.1 0.2 -0.685
C 2.580690 0.130830 -7.267293 0.1 -0.1 -0.2 -0.724
Br 2.414632 -1.691765 -7.929179 -0.1 0.0 0.1 0.593
H 4.685895 -0.166864 -6.826334 0.0 0.0 0.0 0.048
H 4.000611 1.357257 -6.235457 0.0 0.0 0.0 0.057
H 2.650877 0.752846 -8.156668 0.0 0.0 0.0 0.060
H 1.660669 0.356488 -6.740095 0.1 0.0 0.0 -0.056
Br -1.195840 -9.547639 1.840196 0.1 -0.1 0.0 0.623
C -2.344353 -10.339173 3.193220 0.0 0.1 -0.2 -0.693
C -2.604819 -9.378865 4.322747 0.0 -0.1 0.2 -0.698
Br -1.071343 -9.225384 5.509632 0.0 0.1 -0.1 0.600
H -1.864414 -11.255533 3.517765 0.0 0.0 0.1 0.049
H -3.272336 -10.579388 2.679954 0.0 0.0 0.0 0.057
H -3.417228 -9.739338 4.949070 0.0 0.0 0.0 0.057
H -2.832903 -8.376859 3.975434 0.0 0.0 -0.1 0.037
Br -4.416037 7.274567 -9.757493 -0.1 0.1 -0.2 0.664
C -4.033559 6.437164 -11.472850 0.0 -0.2 0.2 -0.677
C -2.680822 6.838141 -11.992983 0.0 0.1 -0.2 -0.708
Br -2.697164 8.643037 -12.721632 0.0 0.0 0.1 0.606
H -4.842271 6.706870 -12.143208 0.0 0.1 0.0 0.050
H -4.062670 5.366703 -11.281939 0.1 0.0 0.0 0.057
H -2.386927 6.197368 -12.820580 0.0 0.0 0.0 0.059
H -1.913880 6.813828 -11.226696 0.0 0.0 0.1 0.028
Br 2.599751 -7.594732 -2.655358 -0.2 -0.1 -0.1 0.689
C 1.485102 -7.205335 -4.204542 0.2 0.0 0.0 -0.673
C 1.223297 -5.729077 -4.346653 -0.2 0.0 0.0 -0.667
Br -0.107670 -5.105488 -3.069703 0.0 0.0 0.0 0.644
H 0.575756 -7.784897 -4.091976 -0.1 0.0 0.0 0.049
H 2.046699 -7.575567 -5.058774 0.0 0.0 0.0 0.058
H 0.802650 -5.510528 -5.325101 0.0 0.0 0.0 0.060
H 2.113139 -5.127152 -4.193508 0.0 0.0 0.0 0.045
Br -2.970717 8.619026 5.394263 0.0 -0.1 -0.1 0.625
C -2.529372 7.535884 3.838062 0.2 0.0 0.2 -0.677
C -1.954850 8.366357 2.722913 -0.1 0.0 -0.2 -0.658
Br -3.334318 9.386885 1.806096 0.0 0.0 -0.1 0.672
H -3.438934 7.017567 3.552945 0.0 0.0 -0.1 0.044
H -1.796427 6.812084 4.185988 0.0 0.0 0.0 0.058
H -1.517802 7.723857 1.961694 0.0 0.0 0.0 0.056
H -1.212982 9.080298 3.062892 0.0 0.0 0.1 0.052
```
Positions in Å, forces in eV/Å.

Output
Calculated total energy in eV: -1720427.1462
Spin multiplicity: 1
E_HOMO in Eh: -0.306
Total charge: 0